The following is a quantum chemistry calculation of a cluster of 2 separate species, H4O2 in total, from the Open Molecules 2025 dataset.

Results
SMILES: O.O
orbital gap: 12.14 eV
highest occupied orbital energy: -11.72 eV
spin multiplicity: 1
relative energy (zero: lowest compared OMol25 entry of this formula, charge and spin): 0.343 eV

The geometry in XYZ format:
```
6
Properties=species:S:1:pos:R:3:lowdin_charge:R:1
O -0.69 0.74 1.47 -0.117
O 0.89 -0.26 -1.64 -0.095
H 0.23 0.34 1.28 0.065
H 0.71 -1.05 -1.09 0.037
H -1.25 -0.09 1.39 0.057
H 0.11 0.32 -1.40 0.054
```

The following is a quantum chemistry calculation of a structure of composition C4H9DyO4, from the Open Molecules 2025 dataset.

Results
charge: +1
orbital gap (alpha / beta): 8.26 / 7.21 eV
highest occupied orbital energy (alpha / beta): -12.54 / -13.17 eV
spin multiplicity: 7
expectation value of S²: 13.03
relative energy (zero: lowest compared OMol25 entry of this formula, charge and spin): 0.000 eV

The geometry in XYZ format:
```
18
Properties=species:S:1:pos:R:3:lowdin_charge:R:1
O -0.97 -2.10 -2.24 -0.057
H 0.55 -2.69 -3.46 0.096
C 0.19 3.04 0.73 -0.346
C 0.24 0.55 0.42 -0.154
O -0.54 -0.11 2.61 -0.420
H 1.19 -0.86 1.75 0.134
O 0.78 1.74 1.05 -0.258
Dy -0.54 1.87 3.10 1.982
H -0.34 -1.42 1.02 0.137
H 0.21 -3.78 -2.04 0.076
C -0.22 -3.09 -2.78 -0.223
H 0.92 0.26 -0.39 0.146
H -0.90 -3.67 -3.45 0.115
H -0.30 2.94 -0.26 0.146
H 1.04 3.73 0.65 0.146
H -0.78 0.78 0.07 0.139
O -0.68 3.36 1.73 -0.361
C 0.15 -0.55 1.49 -0.299
```

The following is a quantum chemistry calculation of the molecule C2H2FN3O, from the Open Molecules 2025 dataset.

Results
SMILES: Oc1nn[nH]c1F
orbital gap: 10.21 eV
highest occupied orbital energy: -9.43 eV
spin multiplicity: 1
relative energy (zero: lowest compared OMol25 entry of this formula, charge and spin): 0.595 eV

The geometry in XYZ format:
```
9
Properties=species:S:1:pos:R:3:lowdin_charge:R:1
O -1.80 -1.07 -0.04 0.076
H 2.23 0.86 -0.07 0.159
N -0.81 1.06 -0.02 0.057
C -0.68 -0.30 0.03 -0.339
N 0.34 1.60 -0.01 -0.009
F 1.34 -1.73 0.00 0.112
C 0.63 -0.59 -0.03 -0.242
H -2.50 -0.43 0.13 0.108
N 1.26 0.61 0.00 0.080
```